Entry P
The following is a quantum chemistry calculation of a cluster of 2 separate species, C4H13NO in total, from the Open Molecules 2025 dataset.

```
19
Properties=species:S:1:pos:R:3
C -0.702 1.853 1.125
C -0.310 0.383 0.794
N 0.680 0.384 -0.283
C 1.974 0.795 0.084
C 0.686 -0.986 -0.798
H -0.939 2.311 0.151
H 0.130 2.413 1.585
H -1.587 1.937 1.778
H 0.098 -0.136 1.683
H -1.177 -0.201 0.431
H 2.403 0.137 0.858
H 1.854 1.806 0.509
H 2.679 0.850 -0.762
H -0.323 -1.420 -0.898
H 1.300 -1.663 -0.180
H 1.140 -0.917 -1.801
O -2.536 -2.689 -1.077
H -1.945 -2.480 -1.836
H -3.425 -2.378 -1.363
```

Output
HOMO-LUMO gap: 9.3 eV
SMILES: CCN(C)C.O

Results of the Mulliken charge analysis, in e, for atoms 1 through 8:
1 C -1.198
2 C -0.265
3 N -0.090
4 C -0.928
5 C -0.559
6 H 0.318
7 H 0.280
8 H 0.381



Entry Q
The following is a quantum chemistry calculation of a cluster of 2 separate species, C4H13NO in total, from the Open Molecules 2025 dataset.

```
19
Properties=species:S:1:pos:R:3
C 0.555 2.157 0.699
C -0.424 0.962 1.009
C -0.689 0.255 -0.415
C 0.364 0.482 -1.642
N -0.730 -1.160 0.068
H 0.912 2.783 1.557
H 0.116 3.007 0.267
H 1.443 1.841 0.156
H -0.075 0.365 1.883
H -1.533 1.224 1.296
H -1.677 0.441 -0.957
H -0.064 -0.215 -2.262
H 1.460 0.034 -1.296
H 0.406 1.526 -1.970
H -1.225 -1.330 0.927
H -1.025 -1.755 -0.760
O 0.592 -3.954 0.494
H 0.130 -3.088 0.604
H 1.463 -3.574 0.342
```

Output
HOMO-LUMO gap: 10.4 eV
SMILES: CC[C@@H](C)N.O

Results of the Mulliken charge analysis, in e, for atoms 1 through 8:
1 C -1.232
2 C -0.540
3 C 0.406
4 C -1.434
5 N -0.623
6 H 0.354
7 H 0.369
8 H 0.300



Most stable of them? entry P.



Entry P
The following is a quantum chemistry calculation of a cluster of 2 separate species, C4H11NO2 in total, from the Open Molecules 2025 dataset.

```
18
Properties=species:S:1:pos:R:3
C 0.598 -2.231 -1.733
C 1.580 -1.578 -0.856
O -0.720 -1.903 -1.516
H 0.976 -1.873 -2.757
H 0.713 -3.358 -1.568
H 1.365 -1.702 0.160
H -0.993 -1.198 -0.880
H 1.631 -0.543 -1.177
H 2.634 -2.022 -1.000
C -0.028 2.343 0.727
C -1.360 2.040 1.306
O -2.309 2.734 1.056
N -1.573 0.880 1.962
H -2.330 0.746 2.525
H -0.923 0.133 2.197
H -0.083 3.501 0.796
H -0.085 2.083 -0.403
H 0.908 1.948 1.161
```

Output
HOMO-LUMO gap (alpha / beta): 8.2 / 3.1 eV
2S+1: 2
Total charge: +1

Results of the Mulliken charge analysis, in e, for atoms 1 through 8:
1 C 0.019
2 C -1.133
3 O -0.473
4 H 0.211
5 H 0.240
6 H 0.352
7 H 0.234
8 H 0.239



Entry Q
The following is a quantum chemistry calculation of a cluster of 2 separate species, C4H11NO2 in total, from the Open Molecules 2025 dataset.

```
18
Properties=species:S:1:pos:R:3
O 0.357 -0.104 2.642
C -0.365 -0.140 1.693
C -0.093 0.359 0.279
C 0.258 -0.959 -0.434
C 1.652 -1.540 0.178
N 1.587 -2.951 0.454
H -1.427 -0.562 1.847
H -0.877 0.908 -0.234
H 0.661 1.136 0.292
H 0.363 -0.862 -1.515
H -0.518 -1.738 -0.217
H 2.404 -1.348 -0.563
H 1.686 -1.019 1.134
H 0.776 -3.091 1.132
H 1.528 -3.565 -0.352
H -2.550 5.477 -1.395
H -3.132 4.951 -2.720
O -2.311 5.048 -2.222
```

Output
HOMO-LUMO gap (alpha / beta): 10.0 / 4.7 eV
2S+1: 2
Total charge: +1

Results of the Mulliken charge analysis, in e, for atoms 1 through 8:
1 O -0.407
2 C -0.046
3 C -0.508
4 C -0.603
5 C -0.551
6 N -0.191
7 H 0.348
8 H 0.390



Entry R
The following is a quantum chemistry calculation of a cluster of 2 separate species, C4H11NO2 in total, from the Open Molecules 2025 dataset.

```
18
Properties=species:S:1:pos:R:3
C -2.371 0.439 1.191
C -1.413 -0.673 0.770
N -0.476 -0.516 -0.301
C 0.005 0.672 -0.985
C 1.288 1.306 -0.129
O -1.026 -1.600 1.471
H -3.346 0.243 0.681
H -2.430 0.650 2.269
H -1.920 1.354 0.791
H 0.199 -1.393 -0.485
H -0.956 1.257 -1.154
H 0.606 0.400 -1.886
H 1.717 2.225 -0.512
H 2.183 0.514 -0.354
H 1.143 1.366 0.996
H 2.723 -1.758 -1.239
H 2.163 -2.577 -0.274
O 1.913 -1.908 -0.849
```

Output
HOMO-LUMO gap (alpha / beta): 12.2 / 7.9 eV
2S+1: 2
Total charge: +1

Results of the Mulliken charge analysis, in e, for atoms 1 through 8:
1 C -0.892
2 C 0.679
3 N 0.072
4 C -0.522
5 C -0.743
6 O -0.396
7 H 0.306
8 H 0.328



Most stable of them? entry R.